(1)
{"formula": "C31H50ClFePS", "method": "ωB97M-V/def2-TZVPD", "species": ["Fe", "Cl", "P", "C", "H", "H", "C", "C", "C", "H", "C", "H", "H", "C", "H", "H", "C", "H", "H", "C", "H", "H", "H", "H", "C", "C", "H", "C", "H", "H", "C", "H", "H", "C", "H", "H", "C", "H", "H", "H", "H", "C", "H", "C", "H", "H", "C", "H", "H", "C", "H", "H", "C", "H", "H", "H", "H", "C", "C", "H", "C", "H", "C", "H", "H", "C", "H", "H", "C", "H", "H", "H", "H", "S", "C", "C", "C", "C", "C", "C", "H", "H", "H", "H", "H"], "xyz": [[0.075, -0.492, 1.756], [1.288, -1.034, 3.507], [-0.017, 0.200, -0.640], [-1.698, 0.238, 1.272], [-2.652, -0.286, 1.102], [-1.927, 1.286, 1.584], [1.851, 0.449, -0.932], [-0.822, 1.860, -0.928], [2.336, 0.546, -2.391], [2.035, 1.427, -0.451], [3.827, 0.904, -2.450], [2.187, -0.420, -2.893], [1.766, 1.295, -2.959], [4.701, -0.067, -1.647], [4.156, 0.923, -3.497], [3.961, 1.918, -2.050], [4.178, -0.281, -0.222], [4.735, -1.034, -2.165], [5.730, 0.308, -1.609], [2.677, -0.607, -0.182], [4.740, -1.085, 0.268], [4.348, 0.634, 0.362], [2.510, -1.591, -0.649], [2.366, -0.695, 0.878], [-0.653, -0.852, -2.077], [-2.326, 1.715, -1.196], [-0.709, 2.340, 0.057], [-3.014, 3.080, -1.106], [-2.497, 1.293, -2.195], [-2.778, 1.023, -0.474], [-2.374, 4.111, -2.039], [-4.080, 2.965, -1.338], [-2.945, 3.439, -0.070], [-0.848, 4.187, -1.901], [-2.629, 3.857, -3.076], [-2.807, 5.099, -1.845], [-0.161, 2.816, -1.939], [-0.433, 4.821, -2.694], [-0.602, 4.667, -0.944], [-0.236, 2.401, -2.955], [0.911, 2.937, -1.726], [0.071, -2.198, -2.198], [-1.694, -1.043, -1.757], [-0.654, -3.138, -3.170], [1.104, -2.040, -2.542], [0.138, -2.693, -1.225], [-0.855, -2.507, -4.554], [-0.083, -4.070, -3.262], [-1.635, -3.393, -2.745], [-1.451, -1.095, -4.471], [0.111, -2.463, -5.076], [-1.510, -3.146, -5.157], [-0.715, -0.196, -3.470], [-1.434, -0.624, -5.462], [-2.504, -1.172, -4.164], [0.305, -0.009, -3.836], [-1.214, 0.778, -3.439], [0.085, -2.709, 1.284], [-1.260, -2.219, 1.124], [0.821, -2.607, 0.484], [-2.333, -2.704, 2.062], [-1.606, -1.956, 0.119], [-1.777, -3.180, 3.421], [-3.091, -1.928, 2.235], [-2.861, -3.564, 1.600], [-0.672, -4.220, 3.241], [-1.377, -2.326, 3.983], [-2.590, -3.610, 4.021], [0.446, -3.784, 2.268], [-0.239, -4.488, 4.214], [-1.126, -5.141, 2.852], [1.301, -3.443, 2.871], [0.813, -4.687, 1.751], [0.615, 1.734, 2.135], [0.403, 2.081, 3.800], [1.546, 2.055, 4.636], [1.393, 2.230, 6.011], [0.124, 2.465, 6.551], [-1.000, 2.543, 5.719], [-0.864, 2.369, 4.338], [2.510, 1.864, 4.183], [2.274, 2.180, 6.648], [0.010, 2.582, 7.631], [-1.984, 2.739, 6.135], [-1.716, 2.438, 3.667]], "atomic_forces_ev_per_a": [[-0.5, -0.2, -0.4], [0.9, -0.6, 1.5], [1.2, 0.0, -0.8], [-2.6, 0.5, 1.0], [0.0, 0.2, -0.3], [0.1, -0.7, -0.2], [-0.3, 0.4, -0.7], [0.4, 0.1, 0.0], [0.2, 0.1, 0.1], [0.0, -0.2, 0.0], [0.0, 0.0, 0.1], [0.1, 0.2, 0.1], [0.1, -0.2, 0.2], [-0.1, -0.1, 0.0], [0.0, 0.1, 0.1], [0.0, -0.1, 0.0], [-0.1, 0.1, 0.0], [0.0, 0.0, 0.0], [-0.1, -0.1, 0.0], [0.0, 0.0, 0.2], [0.0, 0.1, 0.0], [-0.1, -0.1, 0.0], [0.0, 0.1, 0.1], [0.1, 0.1, -0.5], [0.0, 0.4, 0.1], [-0.2, 0.1, -0.2], [0.0, -0.2, -0.1], [0.2, 0.0, 0.1], [-0.1, 0.1, 0.1], [0.2, 0.3, -0.3], [0.0, -0.1, -0.1], [0.1, 0.1, 0.0], [0.0, -0.1, -0.1], [0.0, 0.0, 0.2], [0.0, 0.0, 0.0], [0.0, 0.0, -0.1], [-0.2, -0.1, -0.2], [-0.1, 0.0, 0.1], [0.0, -0.1, -0.1], [0.1, 0.2, 0.1], [-0.3, 0.0, 0.0], [-0.1, -0.2, 0.1], [0.1, 0.0, -0.1], [0.0, 0.2, 0.0], [-0.2, 0.0, 0.0], [0.0, 0.1, -0.2], [0.1, 0.1, 0.0], [-0.2, 0.1, 0.0], [0.1, 0.0, 0.0], [0.0, -0.1, 0.1], [-0.1, 0.0, 0.1], [0.1, 0.0, 0.0], [0.1, 0.0, -0.1], [-0.1, -0.1, 0.1], [0.1, 0.0, 0.0], [-0.3, -0.1, 0.1], [0.2, -0.3, 0.0], [-3.0, -0.3, -1.0], [2.6, -2.7, 0.0], [-0.3, 0.2, 0.2], [-0.1, -0.3, 0.6], [0.3, 0.5, 0.6], [0.1, 0.2, -0.1], [0.2, -0.1, -0.1], [0.2, 0.3, 0.0], [-0.2, -0.2, -0.3], [-0.1, 0.0, -0.2], [0.1, 0.1, -0.1], [0.6, 0.0, 1.1], [0.0, 0.1, -0.2], [-0.1, 0.1, 0.0], [-0.2, 0.0, -0.2], [-0.2, 0.3, -0.2], [1.1, 1.9, -1.3], [0.4, 0.1, 0.9], [-1.1, 0.1, 0.5], [-0.1, 0.1, -0.5], [-0.2, 0.0, 0.1], [0.5, 0.0, -0.2], [0.5, -0.1, 0.5], [-0.1, -0.1, 0.1], [-0.2, 0.0, 0.0], [0.0, 0.0, -0.3], [0.1, 0.0, 0.1], [0.1, -0.1, 0.1]], "total_charge": -1, "e_tot_ha": -3674.62102, "s2": 8.789, "largest_force_ha_per_bohr": 0.0732, "relative_energy_kj_mol": 0.0, "homo_lumo_gap_ev": [5.32, 6.40], "multiplicity": 6}

---

(2)
{"formula": "C26H24N4O3PPtS2", "method": "ωB97M-V/def2-TZVPD", "species": ["Pt", "C", "C", "N", "N", "C", "N", "S", "C", "C", "C", "C", "C", "N", "H", "H", "H", "H", "H", "H", "H", "H", "H", "H", "O", "S", "O", "O", "C", "C", "C", "C", "C", "C", "P", "C", "C", "C", "C", "C", "C", "C", "C", "C", "C", "C", "C", "H", "H", "H", "H", "H", "H", "H", "H", "H", "H", "H", "H", "H", "H"], "xyz": [[0.383, 0.239, -0.311], [-0.627, -3.450, -2.286], [-0.009, -2.317, -1.541], [-0.402, -1.101, -1.610], [-1.483, -0.695, -2.351], [-1.857, 0.613, -2.241], [-2.942, 0.968, -2.921], [-1.006, 1.754, -1.325], [1.098, -2.532, -0.579], [1.624, -3.783, -0.343], [2.612, -3.936, 0.624], [3.039, -2.825, 1.318], [2.467, -1.593, 1.031], [1.527, -1.442, 0.107], [-1.197, -3.109, -3.147], [-1.283, -4.017, -1.622], [0.142, -4.124, -2.659], [-2.176, -1.392, -2.586], [-3.422, 0.347, -3.551], [-3.314, 1.896, -2.794], [1.261, -4.640, -0.889], [3.029, -4.912, 0.829], [3.795, -2.891, 2.086], [2.765, -0.707, 1.572], [-1.875, 0.507, 1.484], [-1.668, -0.750, 2.204], [-2.759, -1.168, 3.042], [-1.138, -1.810, 1.338], [-0.306, -0.376, 3.325], [-0.330, -1.042, 4.543], [0.683, -0.867, 5.473], [1.734, -0.011, 5.191], [1.758, 0.678, 3.988], [0.744, 0.518, 3.040], [0.843, 1.522, 1.514], [2.518, 2.221, 1.454], [3.448, 1.719, 0.547], [4.731, 2.246, 0.493], [5.088, 3.286, 1.337], [4.159, 3.809, 2.229], [2.879, 3.284, 2.285], [-0.204, 2.980, 1.721], [-1.196, 3.043, 2.692], [-1.973, 4.186, 2.805], [-1.768, 5.258, 1.949], [-0.779, 5.196, 0.975], [0.004, 4.059, 0.862], [-1.168, -1.695, 4.745], [0.646, -1.394, 6.417], [2.531, 0.136, 5.908], [2.583, 1.347, 3.793], [3.158, 0.933, -0.140], [5.446, 1.854, -0.218], [6.085, 3.702, 1.291], [4.431, 4.632, 2.876], [2.154, 3.706, 2.970], [-1.373, 2.202, 3.347], [-2.745, 4.235, 3.561], [-2.377, 6.148, 2.042], [-0.614, 6.033, 0.311], [0.789, 4.019, 0.113]], "atomic_forces_ev_per_a": [[0.0, 0.1, 0.2], [0.0, 0.0, 0.0], [-0.1, 0.0, 0.0], [0.1, 0.0, -0.3], [0.0, 0.0, 0.0], [0.0, -0.1, 0.0], [0.0, 0.0, 0.0], [0.0, 0.0, 0.1], [0.0, 0.0, 0.0], [0.0, 0.0, 0.0], [0.0, 0.0, 0.0], [0.0, 0.0, 0.0], [0.0, 0.0, 0.0], [-0.2, -0.1, 0.2], [0.0, 0.0, 0.0], [0.0, 0.0, 0.0], [0.0, 0.0, 0.0], [0.0, 0.0, 0.0], [0.0, 0.0, 0.0], [0.0, 0.0, 0.0], [0.0, 0.0, 0.0], [0.0, 0.0, 0.0], [0.0, 0.0, 0.0], [0.0, 0.0, 0.0], [0.0, 0.0, 0.0], [0.1, -0.2, -0.2], [0.0, 0.1, 0.0], [0.1, 0.1, -0.1], [0.0, 0.1, 0.0], [0.0, 0.0, 0.0], [0.0, 0.0, 0.0], [0.0, 0.0, 0.0], [0.0, 0.0, 0.0], [-0.1, 0.0, 0.0], [0.0, 0.0, -0.1], [0.0, 0.0, 0.0], [0.0, 0.0, 0.0], [0.0, 0.0, 0.0], [0.0, 0.0, 0.0], [0.0, 0.0, 0.0], [0.0, 0.0, 0.0], [0.0, 0.0, 0.0], [0.0, 0.0, 0.0], [0.0, 0.0, 0.0], [0.0, 0.0, 0.0], [0.0, 0.0, 0.0], [0.0, 0.0, 0.0], [0.0, 0.0, 0.0], [0.0, 0.0, 0.0], [0.0, 0.0, 0.0], [0.0, 0.0, 0.0], [0.0, 0.0, 0.0], [0.0, 0.0, 0.0], [0.0, 0.0, 0.0], [0.0, 0.0, 0.0], [0.0, 0.0, 0.0], [0.0, 0.0, 0.0], [0.0, 0.0, 0.0], [0.0, 0.0, 0.0], [0.0, 0.0, 0.0], [0.0, 0.0, 0.0]], "total_charge": 1, "e_tot_ha": -2706.83509, "largest_force_ha_per_bohr": 0.0061, "relative_energy_kj_mol": 0.0, "homo_lumo_gap_ev": 7.18}

---

(3)
{"formula": "C21H17F24O6PS", "method": "ωB97M-V/def2-TZVPD", "species": ["C", "C", "C", "C", "P", "S", "C", "O", "O", "C", "O", "H", "H", "H", "H", "H", "F", "C", "F", "C", "F", "F", "C", "O", "C", "F", "F", "C", "F", "F", "H", "H", "H", "H", "F", "C", "F", "C", "F", "F", "C", "O", "C", "F", "F", "C", "F", "F", "H", "H", "H", "H", "F", "C", "F", "C", "F", "F", "C", "O", "C", "F", "F", "C", "F", "F", "H", "H", "H", "H"], "xyz": [[1.591, 0.057, 3.903], [1.133, 0.847, 2.904], [0.414, 2.116, 3.110], [-0.917, 2.283, 3.161], [-2.121, 0.938, 3.037], [-3.743, 1.308, 4.041], [-1.178, 3.750, 3.324], [-2.168, 4.369, 3.150], [0.044, 4.338, 3.660], [1.034, 3.478, 3.259], [2.157, 3.816, 3.045], [2.194, 0.450, 4.717], [1.370, -1.007, 3.878], [1.331, 0.575, 1.865], [-2.325, 0.656, 1.682], [-1.418, -0.157, 3.549], [0.816, -2.633, 0.643], [1.503, -3.792, 0.545], [2.032, -3.851, -0.696], [0.589, -5.006, 0.749], [-0.334, -5.054, -0.234], [1.397, -6.093, 0.602], [-0.100, -5.168, 2.116], [-1.456, -4.766, 2.217], [-1.809, -3.483, 2.524], [-0.741, -2.722, 2.849], [-2.606, -3.522, 3.610], [-2.624, -2.846, 1.394], [-1.891, -2.808, 0.262], [-2.922, -1.573, 1.748], [2.318, -3.792, 1.274], [-0.136, -6.243, 2.281], [0.508, -4.760, 2.924], [-3.541, -3.405, 1.212], [-3.679, -2.314, -2.717], [-3.473, -1.317, -1.838], [-4.132, -1.633, -0.695], [-4.012, 0.018, -2.354], [-5.350, -0.050, -2.498], [-3.756, 0.917, -1.356], [-3.381, 0.604, -3.628], [-4.081, 0.429, -4.844], [-3.899, -0.675, -5.636], [-2.897, -1.456, -5.199], [-3.550, -0.232, -6.865], [-5.202, -1.464, -5.802], [-5.639, -1.905, -4.608], [-4.967, -2.535, -6.592], [-2.405, -1.247, -1.618], [-3.400, 1.681, -3.470], [-2.329, 0.331, -3.720], [-5.969, -0.834, -6.257], [6.423, 2.803, 0.504], [5.613, 1.957, 1.165], [6.270, 0.781, 1.312], [4.322, 1.700, 0.385], [4.596, 1.086, -0.783], [3.611, 0.812, 1.150], [3.385, 2.896, 0.140], [3.431, 3.507, -1.136], [4.298, 4.531, -1.422], [4.957, 4.958, -0.333], [3.557, 5.568, -1.872], [5.257, 4.147, -2.553], [6.005, 3.086, -2.196], [6.084, 5.188, -2.798], [5.392, 2.361, 2.156], [2.383, 2.472, 0.185], [3.438, 3.625, 0.948], [4.697, 3.905, -3.458]], "atomic_forces_ev_per_a": [[-0.1, 0.5, -0.5], [0.4, -0.2, 0.0], [0.8, 0.7, 0.3], [0.9, -0.5, -0.5], [-1.5, 0.4, 1.0], [0.2, -0.1, -0.2], [-0.3, -0.3, 0.1], [0.1, 0.1, 0.2], [0.1, 0.4, -0.6], [0.0, 0.0, 0.3], [-0.1, -0.1, 0.2], [-1.3, 0.2, 0.9], [1.4, -0.2, -0.7], [-1.4, -0.8, 0.0], [0.4, 0.2, -0.1], [0.4, 0.0, -0.4], [-0.1, 0.0, 0.1], [0.2, 0.0, -0.1], [0.0, 0.0, 0.0], [-0.5, 0.0, -0.1], [0.0, 0.1, 0.0], [0.1, 0.0, 0.1], [0.1, -0.4, 0.5], [0.1, 0.3, -0.5], [0.1, -0.3, 0.2], [0.0, 0.1, -0.1], [0.0, 0.1, 0.0], [-0.1, 0.0, -0.1], [0.1, 0.0, 0.1], [0.0, -0.2, 0.0], [0.0, 0.0, 0.0], [0.0, 0.0, -0.1], [0.0, 0.2, -0.1], [0.0, 0.0, 0.0], [0.0, 0.1, -0.1], [0.1, -0.1, 0.2], [-0.1, 0.1, -0.1], [-0.4, 0.0, -0.3], [0.0, -0.1, 0.0], [0.2, 0.0, 0.0], [0.4, 0.5, -0.1], [-0.3, -0.4, 0.3], [0.3, 0.3, 0.0], [-0.1, -0.1, 0.1], [0.0, 0.0, -0.1], [-0.2, -0.1, -0.1], [0.1, 0.0, 0.0], [0.0, 0.0, 0.0], [0.0, 0.0, 0.0], [-0.1, 0.0, 0.0], [0.0, -0.2, 0.0], [0.0, 0.0, 0.0], [-0.1, 0.1, -0.1], [0.1, -0.1, 0.2], [0.0, 0.0, 0.0], [-0.1, 0.1, -0.5], [0.1, 0.0, 0.0], [0.0, 0.1, 0.1], [-0.5, 0.2, 0.3], [0.5, -0.3, -0.1], [-0.4, 0.0, 0.3], [0.1, -0.1, 0.0], [0.0, 0.1, -0.1], [0.1, 0.0, -0.2], [0.0, 0.0, 0.1], [0.0, 0.0, 0.0], [0.0, 0.0, 0.0], [0.0, 0.0, 0.0], [0.2, 0.0, 0.0], [0.0, 0.0, 0.0]], "e_tot_ha": -4398.12723, "largest_force_ha_per_bohr": 0.0358, "smiles": "C=CC1=C([PH2]=S)C(=O)OC1=O.FC(F)C(F)(F)COC(F)(F)C(F)F.FC(F)C(F)(F)COC(F)(F)C(F)F.FC(F)C(F)(F)COC(F)(F)C(F)F", "relative_energy_kj_mol": 0.0, "homo_lumo_gap_ev": 7.41}

---

What is the formula in the first record?
C31H50ClFePS